1.
The following is a DFT calculation (ωB97M-V with the def2-TZVPD basis set) of a structure of composition C27H43IIrNOSSi2.

Last column: Löwdin charge in e.
Element x y z (Å)
Ir 2.141 -0.492 0.429  1.056
I 4.900 -0.260 1.539  0.773
C 3.902 0.054 -0.374  -0.809
H 4.368 -0.636 -1.074  -0.037
H 4.076 1.089 -0.654  -0.032
S 1.727 -4.799 2.169  1.134
C 2.243 -3.209 1.851  -0.463
N 1.551 -2.545 0.968  -0.122
C 0.511 -3.322 0.460  -0.308
C -0.432 -2.923 -0.488  -0.033
C -1.403 -3.826 -0.862  -0.051
C -1.450 -5.114 -0.310  -0.055
C -0.526 -5.518 0.629  -0.066
C 0.456 -4.603 1.009  -0.451
H 3.091 -2.778 2.362  0.045
H -0.402 -1.928 -0.919  0.071
H -2.145 -3.532 -1.592  0.107
H -2.224 -5.800 -0.623  0.115
H -0.561 -6.509 1.059  0.118
C -2.136 -0.979 2.132  -0.047
C -1.525 -0.412 3.421  -0.346
C -0.509 -1.380 4.035  -0.041
C -0.979 0.982 3.208  -0.106
C -1.586 2.072 3.776  -0.002
C -1.086 3.364 3.581  0.005
C 0.071 3.587 2.829  -0.003
C 0.746 2.549 2.237  -0.093
C 1.997 2.777 1.427  -0.389
C 2.932 3.810 2.053  -0.051
C 1.635 3.154 -0.016  -0.045
C 0.198 1.214 2.390  -0.252
O 0.705 0.205 1.811  -0.161
H -2.561 -1.966 2.325  0.092
H -1.377 -1.085 1.355  0.055
H -2.931 -0.339 1.752  0.082
H -2.336 -0.298 4.145  0.135
H 0.290 -1.612 3.334  0.052
H -1.012 -2.310 4.301  0.088
H -0.065 -0.969 4.943  0.091
H -2.466 1.930 4.390  0.126
H -1.594 4.203 4.035  0.121
H 0.443 4.597 2.725  0.122
H 2.552 1.830 1.407  0.048
H 2.501 4.812 2.039  0.080
H 3.862 3.850 1.487  0.087
H 3.172 3.554 3.085  0.093
H 1.056 4.079 -0.037  0.092
H 1.044 2.375 -0.501  0.048
H 2.541 3.311 -0.602  0.085
C -3.176 -0.305 -1.583  -0.162
Si -1.928 1.085 -1.779  0.417
C -2.312 2.082 -3.313  -0.174
C -2.027 2.188 -0.267  -0.158
C -0.238 0.312 -1.955  -0.195
Si 0.484 -0.375 -3.540  0.407
C 1.101 1.040 -4.597  -0.167
C -0.842 -1.336 -4.450  -0.169
C 1.908 -1.525 -3.147  -0.179
H -4.187 0.101 -1.511  0.042
H -2.983 -0.883 -0.677  0.008
H -3.152 -0.986 -2.435  0.025
H -3.310 2.521 -3.247  0.039
H -2.283 1.468 -4.215  0.022
H -1.598 2.898 -3.440  0.037
H -3.043 2.574 -0.156  0.046
H -1.351 3.042 -0.324  0.026
H -1.791 1.625 0.638  0.007
H 0.344 0.136 -1.039  -0.065
H 0.290 1.719 -4.861  0.023
H 1.540 0.665 -5.524  0.039
H 1.865 1.617 -4.073  0.032
H -1.711 -0.715 -4.681  0.022
H -1.186 -2.190 -3.863  0.023
H -0.452 -1.721 -5.394  0.040
H 2.736 -0.968 -2.707  -0.003
H 2.279 -2.002 -4.056  0.042
H 1.617 -2.319 -2.452  0.017

Calculated values
<S²>: 8.7957
Relative energy (zero: lowest compared OMol25 entry of this formula, charge and spin) (eV): 0.0000
Spin multiplicity: 6
E_HOMO (spin up / spin down) (eV): -10.808 / -11.831
Net charge: +1

2.
The following is a DFT calculation (ωB97M-V with the def2-TZVPD basis set) of a structure of composition C27H43IN5PW.

Last column: Löwdin charge in e.
Element x y z (Å)
W -0.075 0.089 -1.152  1.226
I 0.026 2.245 -2.975  1.117
C -2.060 2.477 -2.831  -0.588
C -2.642 3.531 -3.467  -0.120
C -4.047 3.652 -3.418  -0.043
C -4.788 2.715 -2.760  0.000
C -4.174 1.619 -2.105  -0.149
C -4.952 0.632 -1.450  0.005
C -4.362 -0.434 -0.837  -0.051
C -2.956 -0.541 -0.826  -0.136
C -2.140 0.392 -1.432  -0.337
C -2.762 1.485 -2.113  -0.265
H -2.055 4.262 -4.007  0.108
H -4.523 4.485 -3.916  0.122
H -5.868 2.793 -2.736  0.128
H -6.030 0.736 -1.457  0.129
H -4.964 -1.190 -0.350  0.117
H -2.519 -1.389 -0.305  0.084
C -0.473 -0.119 4.663  -0.056
C -0.806 -0.202 3.166  -0.600
C -2.261 0.241 2.943  -0.071
C -0.736 -1.669 2.706  -0.076
P 0.341 0.853 2.137  1.047
N 0.132 0.334 0.580  -0.387
C 2.145 0.572 2.533  -0.605
C 3.023 0.997 1.343  -0.081
C 2.575 1.335 3.793  -0.057
C 2.411 -0.926 2.745  -0.079
C -0.129 2.662 2.133  -0.597
C -1.388 2.895 1.279  -0.071
C -0.369 3.172 3.563  -0.056
C 0.977 3.503 1.480  -0.078
H -1.230 -0.692 5.202  0.105
H -0.499 0.898 5.050  0.076
H 0.493 -0.559 4.901  0.072
H -2.898 -0.477 3.461  0.103
H -2.534 0.224 1.887  0.067
H -2.481 1.221 3.357  0.074
H -1.487 -2.217 3.277  0.102
H 0.220 -2.146 2.890  0.062
H -0.984 -1.771 1.649  0.057
H 2.968 2.053 1.106  0.061
H 2.787 0.420 0.448  0.055
H 4.057 0.775 1.613  0.101
H 2.559 2.415 3.659  0.073
H 3.606 1.053 4.017  0.105
H 1.973 1.082 4.665  0.076
H 2.082 -1.527 1.896  0.082
H 1.959 -1.313 3.654  0.072
H 3.490 -1.055 2.843  0.101
H -2.262 2.341 1.601  0.066
H -1.205 2.669 0.228  0.046
H -1.625 3.958 1.351  0.105
H -1.254 2.739 4.022  0.073
H -0.531 4.250 3.505  0.105
H 0.482 3.007 4.222  0.075
H 1.209 3.160 0.470  0.068
H 1.892 3.546 2.067  0.073
H 0.598 4.523 1.399  0.103
C 1.343 -5.269 -4.068  -0.065
C 2.717 -4.661 -4.329  -0.405
C 3.616 -4.742 -3.101  -0.068
C 2.615 -3.235 -4.872  -0.076
N 1.959 -2.317 -3.918  -0.055
C 2.475 -1.653 -2.880  -0.062
N 1.487 -1.011 -2.301  -0.119
N 0.378 -1.305 -3.012  -0.123
N 0.646 -2.082 -3.981  0.147
H 1.446 -6.317 -3.791  0.092
H 0.701 -5.216 -4.947  0.088
H 0.832 -4.767 -3.242  0.073
H 3.194 -5.216 -5.142  0.149
H 3.158 -4.257 -2.233  0.072
H 4.596 -4.294 -3.279  0.086
H 3.778 -5.782 -2.823  0.093
H 2.011 -3.188 -5.776  0.139
H 3.597 -2.812 -5.081  0.139
H 3.512 -1.658 -2.590  0.159

Calculated values
<S²>: 2.0174
Relative energy (zero: lowest compared OMol25 entry of this formula, charge and spin) (eV): 0.0000
Spin multiplicity: 3
E_HOMO (spin up / spin down) (eV): -13.293 / -13.451
Net charge: +2

3.
The following is a DFT calculation (ωB97M-V with the def2-TZVPD basis set) of a cluster of 3 separate species, C27H43N2Si in total in a non-equilibrium geometry.

Last column: Löwdin charge in e.
Element x y z (Å)
C -2.161 -1.654 1.526  -0.205
C -1.564 -3.048 2.171  -0.355
C -0.421 -3.637 1.148  -0.314
C -1.068 -4.482 -0.102  -0.327
C -0.109 -4.288 -1.446  -0.249
C 1.395 -4.931 -1.282  -0.227
C 2.591 -3.797 -1.185  -0.229
C 3.044 -3.535 0.368  -0.221
C 4.512 -2.831 0.557  -0.234
C 4.765 -1.503 -0.387  -0.255
C 4.457 -0.144 0.488  -0.288
Si 3.438 1.202 -0.437  0.515
C 3.274 0.904 -2.353  -0.238
C 4.409 2.902 -0.269  -0.250
C 1.691 1.561 0.386  -0.205
C 0.278 1.449 -0.459  -0.049
C -1.122 1.835 0.365  -0.071
C -1.035 2.312 1.964  -0.071
C 0.394 2.404 2.808  -0.065
C 1.775 2.020 1.993  -0.069
H -1.305 -0.997 1.019  0.050
H -2.946 -1.973 0.696  0.052
H -2.628 -1.038 2.405  0.041
H -2.387 -3.827 2.485  0.081
H -0.999 -2.742 3.177  0.066
H 0.074 -2.671 0.672  0.005
H -1.269 -5.617 0.140  0.082
H -2.117 -4.001 -0.398  0.070
H -0.100 -3.165 -1.836  0.099
H -0.646 -4.928 -2.298  0.086
H 1.510 -5.687 -0.391  0.107
H 1.613 -5.551 -2.274  0.090
H 3.509 -4.176 -1.828  0.103
H 2.243 -2.774 -1.688  0.098
H 3.125 -4.612 0.876  0.113
H 2.264 -2.899 0.965  0.089
H 4.564 -2.461 1.689  0.104
H 5.426 -3.568 0.423  0.101
H 5.933 -1.505 -0.633  0.107
H 4.224 -1.549 -1.426  0.076
H 3.967 -0.365 1.544  0.086
H 5.520 0.339 0.738  0.088
H 3.229 1.978 -2.852  0.047
H 2.316 0.278 -2.648  0.043
H 4.285 0.400 -2.736  0.053
H 3.689 3.708 -0.776  0.051
H 4.417 3.178 0.881  0.034
H 5.474 2.866 -0.758  0.043
H 0.284 1.125 -1.600  0.083
H -2.149 1.804 -0.207  0.062
H -2.041 2.611 2.513  0.079
H 0.477 2.757 3.922  0.074
H 2.830 2.088 2.536  0.085
N -4.568 0.394 -1.512  0.003
C -3.600 -0.426 -2.031  -0.140
C -4.083 -0.965 -3.203  -0.112
C -5.386 -0.448 -3.400  -0.127
C -5.659 0.390 -2.342  -0.157
H -4.490 0.919 -0.651  0.138
H -2.654 -0.556 -1.524  0.098
H -3.553 -1.655 -3.847  0.092
H -6.052 -0.664 -4.224  0.085
H -6.534 0.982 -2.109  0.098
N -3.694 6.236 0.551  -0.004
C -2.684 5.508 1.124  -0.141
C -2.689 5.764 2.477  -0.120
C -3.743 6.675 2.729  -0.121
C -4.348 6.947 1.523  -0.153
H -3.921 6.247 -0.435  0.147
H -2.049 4.872 0.521  0.097
H -2.008 5.340 3.203  0.087
H -4.029 7.087 3.688  0.088
H -5.186 7.585 1.274  0.101

Calculated values
E_HOMO (eV): -1.148
Net charge: -1

4.
The following is a DFT calculation (ωB97M-V with the def2-TZVPD basis set) of a structure of composition C27H43N3O2ScSi4.

Last column: Löwdin charge in e.
Element x y z (Å)
Sc -0.103 -0.951 1.118  0.837
C 3.308 -2.733 -1.120  -0.034
C 4.188 -3.084 -0.102  -0.020
C 3.811 -2.918 1.215  0.010
C 2.552 -2.403 1.519  -0.216
N 1.707 -2.073 0.521  -0.012
C 2.083 -2.226 -0.758  -0.123
C 2.056 -2.157 2.896  -0.211
C 2.791 -2.570 4.002  -0.024
C 2.311 -2.333 5.281  -0.058
C 1.092 -1.691 5.451  -0.067
C 0.364 -1.284 4.338  -0.124
C 0.816 -1.495 3.033  -0.184
H 3.571 -2.839 -2.162  0.117
H 5.168 -3.478 -0.339  0.123
H 4.497 -3.172 2.008  0.114
H 1.366 -1.912 -1.508  0.107
H 3.736 -3.085 3.891  0.106
H 2.884 -2.653 6.140  0.111
H 0.713 -1.509 6.448  0.110
H -0.583 -0.782 4.514  0.088
O -4.616 -1.360 -5.499  -0.013
C -4.510 -0.400 -4.491  -0.237
N -3.781 -0.879 -3.324  0.107
C -4.333 -1.843 -2.563  -0.436
O -5.439 -2.306 -2.772  0.091
C -3.531 -2.350 -1.388  -0.071
C -3.935 -3.549 -0.808  0.049
C -3.253 -4.040 0.292  -0.002
C -2.197 -3.306 0.794  -0.089
N -1.810 -2.141 0.254  -0.042
C -2.465 -1.678 -0.824  -0.058
H -5.264 -2.017 -5.215  0.090
H -5.489 -0.060 -4.149  0.135
H -3.952 0.439 -4.899  0.130
H -2.790 -0.702 -3.284  0.088
H -4.786 -4.066 -1.231  0.137
H -3.535 -4.972 0.760  0.124
H -1.639 -3.643 1.661  0.126
H -2.115 -0.728 -1.216  0.090
C -1.183 3.829 1.683  -0.202
Si -1.383 2.173 0.838  0.322
C -2.893 2.234 -0.281  -0.203
C -1.782 0.872 2.196  -0.245
Si 0.516 1.273 -0.173  0.372
Si 0.603 1.790 -2.445  0.313
C -0.750 0.828 -3.337  -0.235
C 0.295 3.614 -2.739  -0.204
C 2.268 1.310 -3.160  -0.212
Si 2.407 2.123 0.936  0.329
C 2.714 3.906 0.452  -0.209
C 3.883 1.069 0.440  -0.201
C 2.215 1.993 2.801  -0.198
H -2.093 4.111 2.219  0.039
H -0.984 4.598 0.933  0.036
H -0.353 3.837 2.392  0.017
H -3.767 2.565 0.285  0.041
H -3.135 1.263 -0.720  0.005
H -2.747 2.938 -1.103  0.028
H -2.508 1.228 2.931  0.064
H -0.891 0.616 2.795  -0.001
H -2.259 -0.035 1.787  0.015
H -1.725 1.116 -2.932  0.010
H -0.605 -0.251 -3.215  0.022
H -0.754 1.047 -4.408  0.046
H -0.692 3.912 -2.379  0.023
H 0.346 3.850 -3.806  0.039
H 1.036 4.227 -2.224  0.021
H 2.506 0.260 -2.972  0.016
H 3.065 1.914 -2.723  0.024
H 2.283 1.471 -4.240  0.038
H 2.917 3.995 -0.617  0.020
H 3.575 4.311 0.989  0.037
H 1.848 4.532 0.682  0.025
H 4.009 1.020 -0.642  0.018
H 3.763 0.049 0.815  0.010
H 4.804 1.473 0.869  0.041
H 1.323 2.502 3.171  0.018
H 3.077 2.444 3.298  0.042
H 2.161 0.948 3.117  0.012

Calculated values
Relative energy (zero: lowest compared OMol25 entry of this formula, charge and spin) (eV): 0.0000
E_HOMO (eV): -10.135
Net charge: +1